1.
{"formula": "C31H51AsFMoN3O10SSi3", "method": "ωB97M-V/def2-TZVPD", "e_homo_ev": [-7.0, -7.0], "gap_ev": [6.2796, 5.3994], "mol_weight_g_mol": 931.95, "lumo_energy_ev": [-0.692, -1.572], "max_force_ha_per_bohr": 0.0127, "total_energy_ev": -157803.34246, "de_lowest_ev": 0.000, "spin_multiplicity": 3, "symbols": ["Mo", "C", "O", "C", "C", "O", "C", "H", "H", "H", "H", "H", "H", "H", "H", "H", "H", "C", "O", "C", "O", "H", "H", "H", "F", "O", "C", "C", "C", "C", "C", "C", "C", "O", "O", "H", "H", "H", "H", "H", "O", "S", "O", "O", "C", "N", "C", "C", "C", "N", "C", "C", "C", "N", "C", "C", "H", "H", "H", "H", "H", "H", "C", "Si", "C", "C", "As", "Si", "C", "C", "C", "Si", "C", "C", "C", "H", "H", "H", "H", "H", "H", "H", "H", "H", "H", "H", "H", "H", "H", "H", "H", "H", "H", "H", "H", "H", "H", "H", "H", "H", "H", "H"], "positions_angstrom": [[-0.528913, 0.235561, 0.403659], [4.337405, 1.694573, 0.153344], [3.434705, 0.608529, 0.242864], [3.818892, -0.495541, -0.569067], [3.833164, -1.785261, 0.219052], [2.527572, -2.315037, 0.317053], [2.497967, -3.465052, 1.121988], [5.348823, 1.394232, 0.445856], [3.989938, 2.469611, 0.834618], [4.374415, 2.107855, -0.861019], [4.820689, -0.325931, -0.975652], [3.116000, -0.599953, -1.400576], [4.231727, -1.586110, 1.222786], [4.492611, -2.514082, -0.273548], [3.018554, -4.305174, 0.644923], [1.454416, -3.736312, 1.271064], [2.958906, -3.282032, 2.100256], [1.937014, -0.419212, 3.962299], [1.796260, -0.719472, 2.546732], [0.732670, -0.308825, 1.949256], [-0.211425, 0.290301, 2.510436], [2.484626, -1.252830, 4.389347], [0.963747, -0.309581, 4.431513], [2.509837, 0.500440, 4.053885], [-2.002838, 1.332552, 0.894943], [1.716821, -1.779428, -3.368169], [0.943581, -0.981462, -4.139608], [1.085071, -0.960983, -5.525115], [0.281634, -0.146623, -6.299777], [-0.681844, 0.667239, -5.712387], [-0.824614, 0.650432, -4.341525], [-0.022614, -0.165859, -3.536502], [-0.230459, -0.098646, -2.084853], [-1.189677, 0.586858, -1.598858], [0.520566, -0.664229, -1.230770], [2.302126, -2.296316, -3.933421], [1.834882, -1.591475, -5.989683], [0.410318, -0.145322, -7.374284], [-1.306453, 1.305620, -6.320721], [-1.557935, 1.277432, -3.852229], [2.648694, 9.101651, 3.213809], [3.730333, 8.136875, 3.121714], [3.574683, 6.961761, 3.955127], [5.064786, 8.690671, 3.078401], [3.456181, 7.506289, 1.431128], [3.881159, 8.239386, 0.396640], [3.604311, 7.782622, -0.812064], [2.914529, 6.595717, -1.036487], [2.527453, 5.910757, 0.101624], [2.792769, 6.361739, 1.321510], [1.807442, 4.612562, 0.085213], [1.110655, 4.219958, 1.225672], [0.496134, 2.990275, 1.248249], [0.576752, 2.121432, 0.226289], [1.241122, 2.497451, -0.871638], [1.842932, 3.731062, -0.989933], [3.947408, 8.386044, -1.646861], [2.680780, 6.259064, -2.036961], [1.080460, 4.878536, 2.082708], [-0.070984, 2.665483, 2.109112], [1.324591, 1.771571, -1.668346], [2.380594, 3.970749, -1.896822], [-4.422899, 0.546554, -0.829242], [-3.953661, -1.251259, -0.931306], [-5.457855, -2.283567, -0.492759], [-3.321107, -1.670402, -2.657729], [-2.162576, -1.794470, 0.552836], [-3.088926, -1.911587, 2.733765], [-1.719118, -2.440267, 3.904190], [-3.710307, -0.206831, 3.150408], [-4.476439, -3.170906, 2.798042], [-1.603245, -4.020195, -0.076647], [-0.130449, -3.963146, -1.233261], [-1.211434, -4.994065, 1.476507], [-3.042234, -4.872922, -0.918969], [-5.162372, 0.742750, -1.611929], [-3.569973, 1.204604, -0.977538], [-4.874763, 0.794818, 0.131825], [-6.105129, -2.365019, -1.370010], [-6.032991, -1.797343, 0.297522], [-5.215716, -3.292126, -0.162434], [-3.211542, -0.751832, -3.237091], [-4.021684, -2.320841, -3.185569], [-2.347590, -2.165853, -2.652392], [-0.739276, -2.086345, 3.582793], [-1.674156, -3.525573, 4.000776], [-1.913659, -2.021758, 4.895005], [-2.888163, 0.506874, 3.206931], [-4.227014, -0.228659, 4.113470], [-4.408300, 0.161762, 2.397083], [-4.272378, -4.055993, 2.192836], [-5.421252, -2.744815, 2.460142], [-4.606172, -3.500066, 3.832327], [0.446853, -3.041510, -1.154615], [-0.457685, -4.072782, -2.270394], [0.542167, -4.795240, -1.008933], [-0.472346, -4.510561, 2.115119], [-0.814744, -5.969751, 1.182611], [-2.108506, -5.166088, 2.074256], [-3.472956, -4.293428, -1.735010], [-3.839309, -5.126225, -0.218233], [-2.662039, -5.808053, -1.340627]], "forces_ev_per_a": [[-0.251, 0.588, 0.141], [-0.033, 0.035, 0.069], [0.037, -0.137, -0.076], [-0.052, 0.029, 0.020], [-0.023, 0.028, 0.024], [0.042, 0.017, -0.023], [-0.010, 0.006, 0.016], [0.000, 0.005, 0.009], [-0.003, 0.000, -0.003], [0.003, -0.006, -0.004], [0.011, -0.006, 0.009], [0.006, 0.003, -0.031], [0.037, -0.014, -0.009], [-0.005, 0.001, -0.021], [0.019, 0.005, 0.009], [-0.004, -0.019, -0.014], [-0.012, 0.007, 0.007], [0.014, 0.030, 0.011], [-0.077, -0.185, -0.032], [0.216, 0.042, -0.011], [0.071, -0.030, -0.097], [0.013, 0.007, -0.013], [-0.002, -0.017, 0.002], [-0.014, 0.009, 0.001], [-0.017, -0.048, -0.042], [-0.002, 0.007, -0.008], [0.000, -0.016, 0.019], [-0.010, -0.006, -0.008], [0.006, -0.004, 0.000], [-0.006, 0.000, -0.002], [0.013, -0.005, 0.004], [0.002, 0.008, -0.012], [-0.023, -0.118, 0.005], [0.028, -0.023, 0.005], [0.200, 0.083, 0.028], [0.004, 0.005, 0.003], [-0.002, -0.003, 0.000], [0.000, 0.000, -0.001], [0.002, 0.003, 0.001], [-0.001, 0.001, -0.002], [0.016, 0.005, 0.014], [-0.023, 0.012, -0.009], [0.008, -0.003, -0.006], [-0.005, -0.005, -0.009], [0.036, -0.010, 0.015], [-0.001, 0.011, -0.004], [0.006, -0.016, -0.007], [-0.025, 0.006, 0.020], [0.041, 0.021, -0.012], [-0.037, -0.009, -0.007], [-0.022, -0.024, 0.009], [0.005, 0.004, -0.015], [0.027, -0.004, 0.032], [-0.029, 0.060, -0.021], [0.072, -0.033, 0.002], [0.027, -0.002, 0.014], [-0.013, 0.006, -0.002], [0.020, -0.009, -0.002], [0.003, 0.000, 0.000], [-0.024, 0.004, -0.014], [-0.025, 0.000, -0.007], [0.002, 0.004, 0.002], [0.032, -0.016, 0.035], [-0.017, -0.021, -0.077], [0.034, 0.002, 0.016], [0.031, 0.008, 0.043], [-0.434, -0.330, 0.006], [0.019, 0.015, 0.087], [-0.007, -0.005, -0.040], [0.023, -0.010, -0.031], [0.023, 0.018, -0.038], [0.150, -0.052, -0.008], [-0.046, 0.034, 0.021], [0.007, 0.058, -0.005], [0.009, 0.024, 0.037], [-0.017, -0.004, 0.010], [0.000, -0.003, -0.026], [0.002, 0.002, -0.003], [-0.012, 0.023, 0.002], [0.008, -0.001, 0.006], [-0.003, -0.005, -0.025], [-0.002, -0.003, 0.004], [-0.011, 0.004, 0.003], [-0.008, -0.012, 0.001], [-0.007, 0.009, 0.008], [-0.004, -0.001, -0.002], [-0.011, -0.009, 0.004], [0.002, -0.002, -0.003], [0.008, 0.001, 0.007], [-0.017, -0.012, 0.013], [0.016, -0.008, 0.017], [0.002, -0.001, -0.011], [-0.017, 0.012, 0.005], [0.029, -0.016, 0.030], [-0.003, 0.037, -0.002], [-0.030, -0.037, -0.027], [0.016, 0.009, -0.011], [-0.007, -0.007, 0.006], [0.000, 0.004, -0.002], [0.020, 0.004, -0.019], [0.003, 0.004, 0.002], [-0.016, -0.013, 0.004]]}


2.
{"formula": "C2H4N2O2S", "method": "ωB97M-V/def2-TZVPD", "e_homo_ev": -9.5, "gap_ev": 8.6753, "mol_weight_g_mol": 120.13, "lumo_energy_ev": -0.832, "max_force_ha_per_bohr": 0.1245, "total_energy_ev": -20043.02675, "de_lowest_ev": 6.456, "symbols": ["C", "C", "H", "H", "H", "H", "N", "N", "O", "O", "S"], "positions_angstrom": [[0.910007, 0.141597, -0.153159], [-1.240322, -0.193087, 0.742428], [2.640001, 0.762252, -0.157398], [1.255572, 1.424986, -1.837466], [1.350469, -0.558837, 1.646198], [-0.613191, -0.348205, 1.850982], [1.487197, 0.558368, -1.289783], [1.678060, 0.032234, 0.889846], [2.968184, 0.045144, -1.216941], [-0.363798, -0.137935, -0.328744], [-2.852678, -0.272696, 0.632944]], "forces_ev_per_a": [[1.765, 0.240, 1.773], [1.398, -1.113, 2.823], [3.022, -3.289, -1.693], [0.434, -1.548, 0.822], [0.153, 0.280, 0.014], [-1.948, 0.742, -3.306], [1.758, -0.587, -2.152], [-1.419, 0.256, -1.154], [-3.436, 4.862, 2.359], [-3.202, -0.050, 0.666], [1.476, 0.206, -0.153]]}


3.
{"formula": "C17H23N3OS", "method": "ωB97M-V/def2-TZVPD", "e_homo_ev": -8.3, "gap_ev": 9.0460, "smiles": "CCOc1ccccc1C[C@@H](c1cncs1)N1CCNCC1", "mol_weight_g_mol": 317.46, "lumo_energy_ev": 0.741, "max_force_ha_per_bohr": 0.1063, "total_energy_ev": -35351.83483, "de_lowest_ev": 5.448, "symbols": ["C", "C", "O", "C", "C", "C", "C", "C", "C", "C", "C", "C", "C", "N", "C", "S", "N", "C", "C", "N", "C", "C", "H", "H", "H", "H", "H", "H", "H", "H", "H", "H", "H", "H", "H", "H", "H", "H", "H", "H", "H", "H", "H", "H", "H"], "positions_angstrom": [[-3.798874, 1.396839, 3.201578], [-2.503720, 0.654139, 3.078128], [-1.596135, 1.405740, 2.206847], [-2.040290, 1.379461, 0.897081], [-3.000418, 2.338046, 0.578907], [-3.330797, 2.541728, -0.735108], [-2.867486, 1.733492, -1.812320], [-1.959922, 0.658931, -1.462146], [-1.528860, 0.475849, -0.157835], [-0.543611, -0.628928, 0.281764], [0.939698, -0.136690, -0.110152], [1.684124, -0.154589, 1.178925], [1.623868, 0.813071, 2.174048], [2.549782, 0.754415, 3.171206], [3.254658, -0.399240, 3.116447], [2.993510, -1.263603, 1.612652], [1.600731, -1.053151, -1.060476], [0.900325, -1.982135, -2.003428], [1.762995, -2.706920, -3.040465], [3.033288, -1.934292, -3.480102], [3.748167, -1.453300, -2.282263], [2.839420, -0.411816, -1.618653], [-3.662135, 2.486042, 3.179039], [-4.419112, 1.003856, 2.363296], [-4.326133, 1.150455, 4.178264], [-2.653924, -0.331710, 2.624972], [-2.107255, 0.510999, 4.082674], [-3.344322, 3.029387, 1.291149], [-4.036267, 3.357660, -1.009416], [-3.227900, 1.730166, -2.766165], [-1.749428, -0.119197, -2.266871], [-0.826943, -1.541750, -0.202845], [-0.622779, -0.658754, 1.357670], [0.767382, 0.895968, -0.524345], [0.884057, 1.588372, 2.080321], [4.044907, -0.530749, 3.757419], [0.417824, -2.758655, -1.460405], [0.085256, -1.396226, -2.477401], [2.285104, -3.583998, -2.656812], [1.272108, -2.954982, -3.944707], [2.844099, -1.175794, -4.112172], [3.952167, -2.273343, -1.678089], [4.651239, -0.840807, -2.438002], [2.547100, 0.350873, -2.276486], [3.464503, 0.035138, -0.835724]], "forces_ev_per_a": [[-1.804, -0.814, 0.603], [0.435, 0.242, -0.109], [0.078, -1.402, 0.266], [0.077, -0.265, -1.714], [1.648, -0.620, -1.160], [-1.022, 0.149, -3.066], [1.929, -1.560, 4.873], [-1.487, 0.372, -1.206], [-0.415, 0.613, 2.506], [-0.088, 2.386, -1.111], [-1.922, -1.919, -0.395], [2.084, 1.075, 1.637], [0.504, -1.067, -1.487], [0.327, -2.343, 0.695], [-2.942, 3.104, -3.082], [-0.999, 0.623, 0.570], [1.884, -0.153, -0.182], [-0.500, 1.933, -0.007], [3.671, 1.984, 0.413], [-0.245, -1.163, 0.401], [-1.876, 2.909, -1.781], [-0.219, -2.329, 2.122], [-0.087, -0.481, -0.027], [-0.106, 0.997, 0.673], [0.619, 0.138, -1.177], [-0.002, 0.029, 0.153], [0.874, 0.225, -0.342], [-0.303, 0.538, 0.801], [0.520, -0.630, 0.390], [-0.943, 0.611, -2.363], [0.090, 1.175, 1.195], [0.055, -0.610, -0.006], [0.113, -0.531, 0.168], [0.715, -0.716, 0.382], [0.083, 0.427, 0.417], [1.668, -0.782, 1.346], [-0.508, -0.592, 0.776], [0.307, -0.385, -0.339], [-0.767, -0.299, 0.377], [-0.893, -0.281, -0.619], [-0.293, 0.279, -0.045], [0.421, -1.359, 1.351], [0.090, -0.872, -0.794], [-0.111, 1.254, -1.413], [-0.656, 0.110, 0.309]]}